#a
A 4-piece molecular cluster, C2H12N2O3 overall. Source: OMol25; level of theory: the ωB97M-V functional and the def2-TZVPD basis.

Positions of all 19 atoms, in Å:
N1 -1.1224 1.6467 1.4682
C1 -1.0103 0.6411 0.5051
C2 -1.3498 -0.6391 0.6532
N2 -1.0980 -1.6516 -0.3263
H1 -0.3676 2.3127 1.4468
H2 -1.3561 1.3485 2.4008
H3 -0.4872 0.9142 -0.3994
H4 -1.6350 -1.0248 1.6267
H5 -1.0309 -1.2075 -1.2388
H6 -1.8569 -2.3248 -0.4131
O1 -0.9109 0.3557 -2.8085
H7 -0.5656 1.0915 -3.3299
H8 -1.8640 0.5302 -2.8727
O2 1.9298 -1.4781 0.3902
H9 1.1095 -1.5106 0.9006
H10 1.5675 -1.3394 -0.4948
O3 3.2168 1.0298 1.0975
H11 2.7052 0.3708 0.5987
H12 4.1258 0.9345 0.7957

Results
SMILES: N/C=C/N.O.O.O
orbital gap: 7.87 eV
E_LUMO: 0.45 eV
HOMO level: -7.4264 eV
charge: 0
spin multiplicity: 1

Atomic partial charges in e from the natural (NBO) method, atoms 1 to 8:
1 N -0.8197
2 C -0.0668
3 C -0.1367
4 N -0.8495
5 H 0.3798
6 H 0.3707
7 H 0.1956
8 H 0.1798

#b
A 4-piece molecular cluster, C2H12N2O3 overall. Source: OMol25; level of theory: the ωB97M-V functional and the def2-TZVPD basis.

Positions of all 19 atoms, in Å:
H1 1.5414 -2.9068 -0.5632
N1 0.9577 -2.0941 -0.7264
C1 1.4027 -1.0224 -0.2222
N2 0.7621 0.1539 -0.3857
C2 1.1956 1.3737 0.2834
H2 2.2905 -0.9424 0.4053
H3 0.0206 0.3338 -1.0314
H4 0.3430 1.7189 0.8804
H5 2.0424 1.2741 0.9501
H6 1.3805 2.2051 -0.3998
O1 -2.1751 2.7640 -0.4646
H7 -3.0689 3.0536 -0.6990
H8 -2.1386 3.0645 0.4530
O2 -0.0946 -0.0113 3.1248
H9 0.5472 -0.2992 2.4587
H10 -0.9055 -0.0936 2.6061
O3 -1.7199 -2.6769 -2.3748
H11 -1.2275 -3.4543 -2.6728
H12 -1.1535 -2.4407 -1.6220

Results
SMILES: [H]/N=C/NC.O.O.O
orbital gap: 9.59 eV
E_LUMO: 0.47 eV
HOMO level: -9.1199 eV
charge: 0
spin multiplicity: 1

Atomic partial charges in e from the natural (NBO) method, atoms 1 to 8:
1 H 0.3497
2 N -0.7691
3 C 0.2846
4 N -0.6082
5 C -0.4179
6 H 0.1471
7 H 0.4140
8 H 0.1972

In order of decreasing stability: #b, #a.